1.
Density functional theory data (ωB97M-V/def2-TZVPD) for 2 unconnected molecules or ions with the total composition C6H15NO at a distorted geometry.

Element x y z (Å)
1 C -0.69 1.12 -1.07
2 C -0.43 1.33 0.42
3 C -1.10 0.23 1.24
4 C -0.84 2.72 0.88
5 O 1.04 1.28 0.62
6 H -1.75 1.23 -1.28
7 H -0.14 1.86 -1.64
8 H -0.38 0.12 -1.37
9 H -2.18 0.31 1.14
10 H -0.79 -0.75 0.88
11 H -0.85 0.33 2.30
12 H 0.07 3.32 0.69
13 H -1.68 3.10 0.31
14 H -1.06 2.75 1.94
15 H 1.25 0.60 1.28
16 C 0.35 -3.35 -0.38
17 N 0.49 -2.20 -0.86
18 C 1.80 -1.69 -1.13
19 H -0.65 -3.70 -0.17
20 H 1.17 -4.04 -0.16
21 H 1.88 -1.51 -2.20
22 H 1.90 -0.72 -0.63
23 H 2.61 -2.36 -0.82

Computed properties:
HOMO = -9.72 eV
total charge = 0
ΔE to the lowest compared entry with this formula, charge and spin = 172.9 kJ/mol
SMILES = CC(C)(C)O.C=NC



2.
Density functional theory data (ωB97M-V/def2-TZVPD) for 2 unconnected molecules or ions with the total composition C6H15NO at a distorted geometry.

Element x y z (Å)
1 C -0.73 -0.44 -1.34
2 C -0.57 0.46 -0.10
3 C 0.07 -0.29 1.09
4 C 1.65 -0.61 0.69
5 C 2.23 -0.10 -0.49
6 C 2.97 1.18 -0.40
7 N -1.85 1.08 0.14
8 H 0.18 -0.96 -1.62
9 H -1.47 -1.19 -1.08
10 H -1.10 0.16 -2.17
11 H 0.19 1.23 -0.31
12 H -0.30 -1.25 1.42
13 H 0.08 0.41 1.92
14 H 1.67 -1.68 0.87
15 H 2.09 -0.22 1.61
16 H 4.00 1.05 -0.06
17 H 3.02 1.72 -1.33
18 H 2.37 1.71 0.35
19 H -2.57 0.36 0.22
20 H -1.76 1.55 1.04
21 H -4.20 -1.34 0.67
22 H 2.59 -0.94 -1.09
23 O -3.27 -1.22 0.41

Computed properties:
HOMO (alpha / beta) = -13.16 / -13.10 eV
total charge = +1
ΔE to the lowest compared entry with this formula, charge and spin = 457.4 kJ/mol
<S²> = 0.75
2S+1 = 2



Number 1: calculated total energy -10001.9647 eV. Number 2: calculated total energy -9990.4985 eV.